114
Properties=species:S:1:pos:R:3:forces:R:3 method="wB97M-V/def2-TZVPD" spin_multiplicity=1 total_charge=+2 orbital_gap_ev=5.64 e_tot_ev=-109767.168 de_lowest_kcal_mol=9.7 mol_weight_g_mol=1165.70
Y 0.3951 1.7031 -0.0907 0.6411 0.6320 -0.5289
N -4.2311 0.8735 -0.4487 0.1865 0.1093 -0.0050
C -2.9702 1.2228 -0.6909 -0.0793 -0.1334 -0.0680
N -2.1179 1.6389 0.1996 0.1022 0.0207 0.0363
C -2.5229 1.6888 1.5348 -0.1124 -0.0547 0.0483
N -1.7242 1.9927 2.5051 0.1292 0.0127 -0.0359
N -0.4265 2.2409 2.1100 0.0150 0.0154 0.4981
C 0.4144 2.3510 3.0728 -0.2590 -0.0428 -0.2932
C 1.8018 2.7210 2.7718 0.0436 0.0390 0.0233
C 2.7289 2.8935 3.7933 -0.0757 0.0162 -0.2330
C 3.9945 3.3573 3.4658 -0.0290 0.0134 -0.0216
C 4.2816 3.6385 2.1395 -0.0052 -0.0267 -0.0224
C 3.3071 3.4067 1.1794 0.0284 -0.0029 0.0836
N 2.0943 2.9470 1.4759 -0.1792 -0.1124 0.0926
C -3.9002 1.3266 1.8668 0.0104 0.0400 0.0334
C -4.3857 1.3460 3.1795 -0.0117 -0.0041 -0.0272
C -5.6811 0.9589 3.4414 0.0049 0.0017 -0.0219
C -6.5151 0.5351 2.4029 0.0114 -0.0006 0.0112
C -6.0562 0.4994 1.1036 0.0370 0.0198 0.0342
C -4.7489 0.9011 0.8484 -0.0067 -0.0239 -0.0218
H -4.7944 0.5133 -1.2026 -0.0284 -0.0389 -0.0296
H -2.6374 1.1224 -1.7193 -0.0239 0.0320 -0.0046
H 0.1032 2.1956 4.1023 -0.0530 0.1068 -0.0064
H 2.4547 2.6835 4.8175 -0.0246 0.0009 0.0150
H 4.7353 3.5155 4.2377 0.0150 -0.0020 -0.0056
H 5.2443 4.0306 1.8443 0.0123 0.0030 0.0032
H 3.5029 3.5928 0.1303 0.0065 0.0211 -0.0076
H -3.7237 1.6594 3.9731 0.0022 0.0163 0.0012
H -6.0551 0.9757 4.4551 -0.0004 -0.0006 0.0094
H -7.5285 0.2263 2.6185 -0.0129 -0.0039 0.0041
H -6.6935 0.1608 0.2969 -0.0070 0.0057 -0.0207
I 0.7506 -1.2489 -5.7532 0.0114 0.0035 -0.0105
C 0.4946 0.5254 -4.7113 0.0374 0.0898 -0.0727
C 0.6796 1.7345 -5.3699 -0.0191 0.0019 0.0649
C 0.5429 2.9091 -4.6506 -0.0004 -0.0741 0.0548
C 0.2282 2.8302 -3.3070 0.0697 0.0394 -0.0533
N 0.0254 1.6716 -2.6672 -0.0905 0.2106 0.2301
C 0.1632 0.5380 -3.3649 -0.0885 -0.1706 0.0824
H 0.9347 1.7532 -6.4205 -0.0012 0.0068 -0.0164
H 0.6907 3.8730 -5.1160 -0.0099 0.0081 -0.0125
H 0.1662 3.7348 -2.7190 -0.0562 0.0052 0.0281
H 0.0127 -0.3860 -2.8150 0.0116 0.0025 -0.0346
N -4.1788 5.3339 -2.3336 0.0575 -0.1270 -0.0943
C -3.1236 6.1929 -2.2475 -0.1042 0.2980 0.2641
O -3.0400 7.2214 -2.8767 0.0756 -0.1161 -0.1082
C -2.0310 5.8117 -1.2830 0.0538 -0.1123 -0.0217
C -1.3550 6.8238 -0.6088 -0.0575 -0.0314 -0.0197
C -0.3413 6.4741 0.2615 -0.0258 -0.0364 0.0149
C 0.0037 5.1374 0.3825 0.0001 0.0971 -0.0390
N -0.5943 4.1564 -0.3031 0.2197 -0.0269 0.0273
C -1.6174 4.5045 -1.0951 -0.0600 -0.0582 -0.0252
H -4.9547 5.6471 -2.8966 -0.0118 0.0243 -0.0018
H -4.3978 4.7370 -1.5558 -0.0015 -0.0300 0.0346
H -1.6428 7.8536 -0.7742 0.0050 0.0075 -0.0041
H 0.1870 7.2197 0.8374 0.0177 0.0134 0.0033
H 0.7977 4.8391 1.0507 0.0260 0.0061 -0.0135
H -2.1071 3.6962 -1.6254 0.0108 0.0231 -0.0472
C -0.5246 -3.5291 -3.0902 0.0534 -0.0735 0.0146
Si 0.8353 -3.7259 -1.8062 -0.0137 0.0256 0.0239
C 2.2957 -2.5714 -2.1210 -0.0299 -0.0602 -0.0405
C 1.4093 -5.5134 -1.8651 -0.0007 0.0838 -0.0414
Si -0.0676 -3.3209 0.3151 -0.0629 -0.0957 0.0829
Te -0.1311 -0.8915 0.9880 -0.1452 -0.8507 0.2201
Si 1.1853 -4.4274 1.9781 0.0066 -0.0102 0.0297
C 3.0301 -4.3319 1.5658 -0.1136 -0.0365 0.0456
C 0.8709 -3.6485 3.6622 0.0206 -0.0240 -0.0938
C 0.6723 -6.2332 2.0289 0.0302 0.0797 0.0162
Si -2.3454 -3.9098 0.4453 0.0293 -0.0497 0.0183
C -2.5998 -5.6581 -0.1970 0.0062 0.0915 0.0100
C -2.8931 -3.7866 2.2385 0.0196 0.0343 -0.1058
C -3.3555 -2.6869 -0.5796 0.0478 -0.0285 0.0707
H -0.1624 -3.7862 -4.0873 -0.0091 -0.0001 0.0125
H -0.9512 -2.5270 -3.1356 -0.0061 0.0682 0.0129
H -1.3374 -4.2173 -2.8504 -0.0288 -0.0303 0.0145
H 2.6925 -2.6927 -3.1326 -0.0154 0.0001 0.0159
H 3.0957 -2.8069 -1.4145 0.0254 0.0062 0.0229
H 2.0237 -1.5222 -1.9768 -0.0368 0.0197 0.0088
H 1.6909 -5.7865 -2.8845 0.0214 -0.0022 -0.0216
H 0.6148 -6.1942 -1.5552 -0.0414 -0.0077 0.0154
H 2.2728 -5.6899 -1.2235 0.0181 0.0021 0.0326
H 3.2962 -3.3859 1.0965 0.0324 0.1228 -0.0337
H 3.3117 -5.1295 0.8772 -0.0075 -0.0158 -0.0403
H 3.6365 -4.4572 2.4663 -0.0038 -0.0059 0.0245
H 0.9582 -2.5604 3.6440 0.0324 0.0235 -0.0139
H 1.5751 -4.0432 4.3977 0.0157 -0.0142 0.0212
H -0.1362 -3.8800 4.0119 -0.0404 -0.0023 -0.0071
H 0.7547 -6.7081 1.0507 0.0117 -0.0083 -0.0474
H -0.3574 -6.3429 2.3715 -0.0431 0.0001 0.0064
H 1.3097 -6.7894 2.7196 0.0152 -0.0057 0.0228
H -1.9600 -6.3701 0.3258 0.0259 -0.0170 0.0312
H -2.3791 -5.7343 -1.2628 0.0138 -0.0001 -0.0321
H -3.6335 -5.9782 -0.0521 -0.0331 0.0106 0.0070
H -2.3905 -4.5260 2.8632 0.0314 -0.0350 0.0092
H -3.9680 -3.9596 2.3248 -0.0256 -0.0011 -0.0041
H -2.6722 -2.7969 2.6437 0.0010 0.0207 0.0084
H -3.1231 -2.7592 -1.6428 0.0245 -0.0130 -0.0441
H -3.1355 -1.6708 -0.2430 0.0138 -0.0070 0.0212
H -4.4240 -2.8734 -0.4505 -0.0380 -0.0190 0.0120
C 4.9069 1.5790 -2.5717 -0.0272 0.0170 -0.0275
N 4.5857 0.9798 -1.2756 -0.0263 -0.0729 0.0767
C 5.5206 0.2618 -0.5876 -0.0290 -0.0580 0.0992
C 5.2388 -0.3414 0.5877 -0.0354 0.0360 -0.0970
C 3.8947 -0.2318 1.0631 0.0256 -0.1216 -0.1858
N 2.9903 0.4466 0.3673 0.0144 0.3185 0.0474
C 3.3168 1.0678 -0.7639 -0.0747 -0.1072 -0.0004
O 2.4334 1.7514 -1.3511 -0.0489 0.1410 -0.0602
N 3.4859 -0.7931 2.1989 -0.0598 -0.0224 0.0486
H 5.9583 1.8546 -2.5786 -0.0069 -0.0007 -0.0266
H 4.2918 2.4619 -2.7117 0.0211 0.0061 -0.0124
H 4.7048 0.8691 -3.3733 -0.0028 0.0229 -0.0051
H 6.4974 0.2079 -1.0480 0.0114 0.0105 0.0203
H 5.9920 -0.9012 1.1199 0.0081 -0.0038 0.0079
H 4.0790 -1.4391 2.6892 0.0278 -0.0425 0.0340
H 2.4809 -0.8532 2.3391 -0.0056 -0.0112 0.0048